Arrangement A

Computed, not measured: a 2-piece molecular cluster, C4H6N2 overall, with ωB97M-V/def2-TZVPD.

```
12
Properties=species:S:1:pos:R:3:lowdin_charge:R:1
C 0.1767 1.6294 0.6408 -0.085
C 0.9351 2.6093 1.4037 -0.282
N 1.5157 3.4030 1.9934 0.132
H -0.1935 2.0687 -0.2811 0.087
H -0.6192 1.1877 1.2380 0.085
H 0.8378 0.7964 0.3990 0.062
C -0.3961 -1.4526 -0.8208 -0.086
C -0.5375 -2.8899 -1.0595 -0.282
N -0.6379 -4.0169 -1.2451 0.130
H 0.3660 -1.0619 -1.4913 0.085
H -0.0895 -1.3010 0.2110 0.068
H -1.3576 -0.9721 -0.9881 0.086
```

The value obtained for the orbital gap is 12.29 eV. The structure (SMILES) is CC#N.CC#N. Its net charge is 0. The HOMO energy comes out at -0.4438 hartree.

=====

Arrangement B

Computed, not measured: the molecule C4H6N2, with ωB97M-V/def2-TZVPD.

```
12
Properties=species:S:1:pos:R:3:lowdin_charge:R:1
N 1.5151 1.2815 0.6105 0.076
C 0.6480 0.2794 0.1195 -0.343
C -0.5647 0.0982 0.8239 -0.095
C -1.4216 -0.6502 0.0801 -0.183
N -0.8067 -1.1065 -1.0251 -0.003
C 0.5784 -0.5315 -1.0252 -0.042
H 2.5101 1.2448 0.4694 0.077
H 1.3001 1.5907 1.5563 0.082
H -0.7724 0.4721 1.8080 0.093
H -2.4787 -0.7682 0.2628 0.111
H -1.4320 -1.6195 -1.6644 0.146
H 0.9244 -0.2909 -2.0158 0.082
```

The value obtained for the orbital gap is 8.89 eV. The structure (SMILES) is Nc1cc[nH]c1. Its net charge is 0. The HOMO energy comes out at -0.2840 hartree.

=====

Arrangement C

Computed, not measured: a 2-piece molecular cluster, C4H6N2 overall, with ωB97M-V/def2-TZVPD.

```
12
Properties=species:S:1:pos:R:3:lowdin_charge:R:1
C 0.0939 1.6124 -0.8373 -0.052
C 0.0208 0.2452 -0.2362 -0.394
C -0.5511 -0.9142 -0.8113 -0.062
C -0.1330 -1.9295 0.2894 -0.214
N 0.4858 -1.3104 1.3598 -0.010
N 0.6219 -0.0532 0.9392 -0.006
H -0.5535 2.3443 -0.3399 0.079
H 1.1156 2.0071 -0.8029 0.077
H -0.2148 1.5874 -1.8857 0.079
H -1.4606 -1.2250 0.4124 0.244
H -0.5256 -2.9564 0.3517 0.095
H 1.1006 0.5923 1.5607 0.164
```

The value obtained for the orbital gap is 8.89 eV. Its net charge is 0. The HOMO energy comes out at -0.3092 hartree.

=====

Arrangement D

Computed, not measured: the molecule C4H6N2, with ωB97M-V/def2-TZVPD.

```
12
Properties=species:S:1:pos:R:3:lowdin_charge:R:1
H 2.4215 -1.2421 -0.2770 0.019
N 2.2546 -0.2544 -0.1284 0.073
C 0.9696 0.0646 -0.0483 -0.475
N 0.5171 1.3498 0.1612 0.116
C -0.1436 -1.0216 0.1266 -0.148
C -1.4967 -0.4365 0.0630 -0.178
C -2.5160 0.1692 -0.1154 0.096
H -0.4344 1.5424 -0.0765 0.054
H 1.1398 2.0875 -0.1167 0.097
H 0.1072 -1.4895 1.1743 0.152
H -0.0256 -1.8172 -0.7217 0.146
H -3.4904 0.5967 -0.3678 0.048
```

The value obtained for the orbital gap is 10.09 eV. The structure (SMILES) is [H]/N=C(/N)CC#C. Its net charge is 0. The HOMO energy comes out at -0.3378 hartree.

=====

The structure with the most favorable energy is arrangement A; the runner-up is 0.396 eV above it.

=====

Arrangement A

Computed, not measured: a 2-piece molecular cluster, C4H6N2 overall, with ωB97M-V/def2-TZVPD.

```
12
Properties=species:S:1:pos:R:3:lowdin_charge:R:1
C -1.3490 0.9583 -0.3058 -0.018
C -0.1092 0.1838 -0.4408 -0.242
C 1.1621 0.0432 -0.5205 -0.178
C 2.4772 0.5147 -0.5568 -0.161
N 3.5491 0.9520 -0.6307 0.150
N 0.3247 -1.1889 -0.7947 0.060
H -1.7554 1.1436 -1.3071 0.094
H -2.1017 0.4132 0.2697 0.081
H -1.1413 1.9195 0.1698 0.090
H 0.2320 -1.2986 -1.8143 0.078
H -0.9404 -1.7546 1.8673 0.032
H -0.4064 -1.8864 1.3633 0.014
```

The value obtained for the orbital gap is 9.28 eV. The structure (SMILES) is CC1=C(C#N)N1.[H][H]. Its net charge is 0. The HOMO energy comes out at -0.3287 hartree.

=====

Arrangement B

Computed, not measured: the molecule C4H6N2, with ωB97M-V/def2-TZVPD.

```
12
Properties=species:S:1:pos:R:3:lowdin_charge:R:1
N 0.5531 -1.2425 -0.6253 0.015
C -0.1048 0.0267 -1.0213 -0.211
C -0.9934 0.2687 0.2161 -0.189
N -0.3242 1.5911 0.4952 0.062
C 0.8037 0.6332 0.0296 -0.200
C 0.2060 -0.6102 0.6685 -0.207
H 0.2243 -2.1458 -0.9097 0.088
H -0.2366 0.3903 -2.0414 0.140
H -2.0696 0.1168 0.3525 0.125
H -0.3137 1.7617 1.5085 0.081
H 1.8074 0.2269 -0.3261 0.161
H 0.4477 -1.0169 1.6534 0.136
```

The value obtained for the orbital gap is 10.30 eV. Its net charge is 0. The HOMO energy comes out at -0.3356 hartree.

=====

The structure with the most favorable energy is arrangement A; the runner-up is 1.283 eV above it.

=====

Arrangement A

Computed, not measured: C6H16N2O as an isolated structure, with ωB97M-V/def2-TZVPD.

```
25
Properties=species:S:1:pos:R:3:lowdin_charge:R:1
C 2.0425 -0.7827 0.2102 -0.425
C 2.1581 0.1628 -2.1947 -0.113
N 1.5602 0.3129 -0.8669 -0.112
O 1.6442 -0.4673 1.4126 -0.241
H 0.0957 -0.1756 1.5465 0.097
H 1.8224 1.2059 -0.4546 0.121
H 3.1449 -0.8117 0.0735 0.099
H 1.6231 -1.7162 -0.2330 0.102
H 1.8121 0.9501 -2.8677 0.078
H 1.8593 -0.8019 -2.6092 0.080
H 3.2511 0.1930 -2.1578 0.078
C -2.7001 -1.2848 0.3824 -0.017
C -0.7984 1.7807 1.4605 -0.086
C -1.5598 -0.3181 0.2631 -0.353
N -1.0116 -0.0524 -0.8840 0.145
C -1.0034 0.2623 1.4803 -0.217
H 0.2380 0.2155 -0.9191 0.086
H -1.4078 -0.5315 -1.6850 0.098
H -1.5775 -0.0459 2.3542 0.113
H -3.5795 -0.7714 0.7771 0.092
H -2.4376 -2.0641 1.1006 0.096
H -2.9561 -1.7522 -0.5694 0.077
H -0.2438 2.0860 2.3468 0.077
H -0.2254 2.0896 0.5880 0.056
H -1.7507 2.3171 1.4456 0.069
```

The value obtained for the orbital gap is 8.13 eV. Its net charge is 0. The HOMO energy comes out at -0.2713 hartree.

=====

Arrangement B

Computed, not measured: a 2-piece molecular cluster, C6H16N2O overall, with ωB97M-V/def2-TZVPD.

```
25
Properties=species:S:1:pos:R:3:lowdin_charge:R:1
C -1.8440 0.1258 0.1747 -0.500
C 2.4765 0.0909 -0.5299 -0.385
C -1.3966 0.2325 1.6344 -0.103
C -3.1930 0.8141 -0.0360 -0.097
C -1.8897 -1.3410 -0.2531 -0.091
C 3.8314 0.3226 -1.1043 -0.002
N 1.8176 -1.0365 -0.7619 -0.081
N 1.8419 1.0898 0.1098 0.197
O 1.3787 -1.5176 0.4590 -0.282
H 2.3212 -1.7335 -1.3111 0.138
H -1.0980 0.6271 -0.4535 0.114
H 1.0193 0.7984 0.6259 0.083
H 2.3810 1.8320 0.5226 0.116
H -1.2569 1.2745 1.9343 0.072
H -2.1495 -0.2011 2.2952 0.080
H -0.4689 -0.3218 1.7846 0.055
H -3.4931 0.7758 -1.0842 0.072
H -3.9687 0.3220 0.5542 0.077
H -3.1555 1.8613 0.2693 0.070
H -2.1700 -1.4319 -1.3037 0.072
H -2.6242 -1.8884 0.3413 0.078
H -0.9123 -1.7997 -0.1037 0.048
H 3.9302 -0.1691 -2.0725 0.089
H 4.0422 1.3805 -1.2560 0.081
H 4.5803 -0.1066 -0.4356 0.098
```

The value obtained for the orbital gap (alpha / beta) is 7.93 / 7.93 eV. Its net charge is 0. The HOMO energy (alpha / beta) comes out at -0.2697 / -0.2697 hartree.

=====

The structure with the most favorable energy is arrangement A; the runner-up is 0.633 eV above it.

=====

Arrangement A

Computed, not measured: a 3-piece molecular cluster, C6H16N2O overall, with ωB97M-V/def2-TZVPD.

```
25
Properties=species:S:1:pos:R:3:lowdin_charge:R:1
C -0.4247 -0.5446 -0.5656 -0.570
C 1.3164 -0.9151 0.7419 -0.320
C -0.4358 0.7675 -0.1042 -0.154
C 2.6833 -0.4135 0.3433 -0.105
C -0.9978 1.1878 1.2162 -0.082
C -2.1274 1.2521 -1.5338 -0.039
N 0.0763 -0.8719 -1.8343 0.121
N 1.0964 -0.8212 2.1283 0.026
O -1.3241 -1.4272 -0.0439 0.052
H -1.5193 -2.1110 -0.6966 0.113
H 1.1981 -1.9541 0.4371 0.099
H 0.2640 1.4337 -0.5878 0.120
H -0.5976 -1.3202 -2.4469 0.093
H 0.4742 -0.1009 -2.3540 0.095
H 0.4654 -1.5182 2.5038 0.090
H 1.2941 0.0903 2.5219 0.076
H 2.8024 0.6400 0.6171 0.068
H 2.8668 -0.5401 -0.7230 0.062
H 3.4824 -0.9641 0.8572 0.074
H -0.2093 1.5468 1.8810 0.066
H -1.6421 2.0593 1.0993 0.071
H -1.5968 0.4019 1.6718 0.085
H -2.9382 0.5265 -1.4732 -0.005
H -1.7545 1.3976 -2.5470 -0.018
H -2.4520 2.1990 -1.1085 -0.017
```

The value obtained for the orbital gap (alpha / beta) is 6.43 / 6.43 eV. Its net charge is 0. The HOMO energy (alpha / beta) comes out at -0.2097 / -0.2097 hartree.

=====

Arrangement B

Computed, not measured: the molecule C6H16N2O, with ωB97M-V/def2-TZVPD.

```
25
Properties=species:S:1:pos:R:3:lowdin_charge:R:1
C 0.4976 -0.8848 2.4040 -0.130
C 0.8890 0.5103 1.9799 -0.168
C 0.1866 1.0045 0.5251 -0.400
O 0.4478 2.3829 0.4352 -0.043
N 0.6576 0.4061 -0.6648 -0.154
N 1.8456 -0.3553 -0.6759 0.041
C -0.5139 -0.2378 -1.5907 -0.336
C -1.5293 0.7978 -2.0591 -0.075
C -1.1852 -1.4418 -0.9522 -0.078
H 0.9782 -1.6555 1.7969 0.053
H 0.7857 -1.0690 3.4460 0.071
H -0.5871 -1.0335 2.3448 0.071
H 1.9746 0.6354 1.9329 0.092
H 0.5365 1.2385 2.7184 0.100
H -0.8858 0.9050 0.7150 0.127
H 0.8831 2.4735 -0.4300 0.094
H 2.6526 0.1967 -0.3852 0.089
H 1.7926 -1.2066 -0.1159 0.061
H 0.0407 -0.5745 -2.4738 0.125
H -2.1761 0.3823 -2.8428 0.082
H -1.0328 1.6764 -2.4843 0.079
H -2.1813 1.1334 -1.2463 0.076
H -0.4450 -2.1767 -0.6197 0.070
H -1.8409 -1.9489 -1.6716 0.082
H -1.7909 -1.1584 -0.0858 0.072
```

The value obtained for the orbital gap is 9.78 eV. The structure (SMILES) is CC[C@@H](O)N(N)C(C)C. Its net charge is 0. The HOMO energy comes out at -0.3222 hartree.

=====

The structure with the most favorable energy is arrangement B; the runner-up is 3.125 eV above it.

=====

Arrangement A

Computed, not measured: C7H13NO as an isolated structure, with ωB97M-V/def2-TZVPD.

```
22
Properties=species:S:1:pos:R:3:lowdin_charge:R:1
C -0.3443 0.9152 -0.7834 -0.089
C -0.9541 -2.3886 -0.2130 -0.148
C -0.6711 2.3554 -0.6192 -0.063
C -0.6422 0.3628 1.7502 -0.014
C 1.1793 -0.0497 -0.0681 -0.339
C -0.4870 -0.0851 0.2979 -0.521
C 1.7643 -0.8628 -0.9669 0.042
O 1.9151 0.7162 0.7975 0.024
N -1.4048 -1.0498 -0.0381 0.051
H 2.8502 0.6587 0.5665 0.110
H -0.3846 0.4950 -1.7807 0.118
H -1.8214 -3.0234 -0.4031 0.069
H -0.4276 -2.7810 0.6737 0.091
H -0.2375 -2.5196 -1.0494 0.067
H -0.2799 2.9468 -1.4472 0.077
H -0.2909 2.7538 0.3210 0.075
H -1.7636 2.4717 -0.6127 0.094
H -1.6959 0.5294 1.9645 0.086
H -0.0904 1.2658 2.0014 0.071
H -0.2702 -0.4389 2.3877 0.089
H 2.8400 -0.9815 -0.9909 0.060
H 1.2166 -1.2904 -1.7878 0.050
```

The value obtained for the orbital gap (alpha / beta) is 8.69 / 6.40 eV. Its net charge is 0. The HOMO energy (alpha / beta) comes out at -0.3082 / -0.2375 hartree.

=====

Arrangement B

Computed, not measured: C7H13NO as an isolated structure, with ωB97M-V/def2-TZVPD.

```
22
Properties=species:S:1:pos:R:3:lowdin_charge:R:1
C 1.3584 -1.7791 0.2153 -0.422
C -0.0774 -1.6536 0.3146 -0.144
C -0.0290 -0.2809 1.1190 -0.254
C 1.3853 -0.2381 0.4531 -0.098
C -1.1846 0.6381 1.0992 -0.082
C -1.4736 1.6876 0.3205 -0.091
C -0.7979 2.3375 -0.8506 -0.245
H 1.1153 -2.2832 -1.7452 0.098
H 2.5305 -2.9051 -0.9421 0.057
H 1.9641 -2.3273 1.0240 0.168
H -0.4110 -1.4000 -0.6729 0.107
H -0.6784 -2.3938 0.8775 0.122
H 0.0607 -0.5861 2.1521 0.123
H 1.3715 0.2210 -0.5333 0.103
H 2.1164 0.1906 1.1121 0.096
H -1.9197 0.5022 1.8876 0.102
H -2.4731 1.9948 0.5668 0.095
H -0.5434 1.5991 -1.5966 0.108
H 0.0108 3.0549 -0.5325 0.142
H -2.4312 2.5518 -1.8082 0.089
N 1.9326 -2.1031 -1.0886 0.025
O -1.8262 3.1727 -1.3719 -0.099
```

The value obtained for the orbital gap is 9.88 eV. Its net charge is 0. The HOMO energy comes out at -0.3297 hartree.

=====

Arrangement C

Computed, not measured: a 3-piece molecular cluster, C7H13NO overall, with ωB97M-V/def2-TZVPD.

```
22
Properties=species:S:1:pos:R:3:lowdin_charge:R:1
C -1.5230 -0.9820 1.3231 -0.044
C 0.5060 -1.9037 -0.5635 -0.078
C -1.3876 -0.1020 2.5220 -0.139
N 0.1736 -0.6497 0.1166 -0.029
C 1.5051 0.8376 -1.3983 -0.289
C -0.3998 0.3344 -0.4430 -0.285
C 2.1664 1.8965 -0.9398 -0.036
C -1.2797 1.2680 -0.7199 0.023
O 1.8510 0.1043 -2.4883 -0.036
H 2.7462 0.3460 -2.7916 0.103
H -1.2700 -2.0262 1.4734 0.067
H -2.4315 -0.8781 0.7368 0.078
H 0.5451 -2.6966 0.1845 0.077
H -0.2184 -2.1596 -1.3398 0.093
H 1.4926 -1.8046 -1.0136 0.074
H 1.8369 2.4165 -0.0496 0.038
H 3.0285 2.3140 -1.4648 0.043
H -0.9952 2.0778 -1.3781 0.062
H -2.2829 1.2435 -0.3199 0.051
H -0.3699 -0.1309 2.9203 0.079
H -1.6438 0.9358 2.3014 0.068
H -2.0496 -0.4410 3.3323 0.080
```

The value obtained for the orbital gap (alpha / beta) is 7.60 / 7.62 eV. Its net charge is 0. The HOMO energy (alpha / beta) comes out at -0.2667 / -0.2670 hartree.

=====

The structure with the most favorable energy is arrangement B; the runner-up is 2.346 eV above it.